Entry 1:
DFT (the ωB97M-V functional and the def2-TZVPD basis) results for a cluster of 8 separate species, C21H53N5O8S3 in total at a distorted geometry.

The geometry in ORCA input format:
```
! RIJCOSX wB97M-V def2-TZVPD def2/J DEFGRID3
* xyz -1 2
S -0.683 -4.974 6.567
S 3.996 -10.730 6.768
S 2.598 -0.024 9.495
O 4.893 -9.714 7.509
O 3.170 1.430 9.469
O -4.521 -1.415 6.777
O 4.170 -5.876 5.584
O 2.884 -3.891 9.812
O -4.758 -7.597 1.577
O -1.414 -4.510 5.304
O -6.592 -6.707 6.933
N -3.695 -3.265 6.085
N 6.184 -5.115 4.914
N -5.456 -7.902 5.321
N 3.800 -5.392 8.340
N -3.428 -5.873 1.511
C 4.821 -5.153 4.845
C 3.738 -4.180 8.995
C 4.640 -3.168 8.423
C -4.385 -8.362 6.193
C 2.396 -9.856 6.293
C 1.193 -0.221 8.375
C -2.315 -1.293 6.173
C 0.866 -4.121 6.642
C -4.130 -6.665 -0.603
C -3.575 -1.991 6.374
C 1.929 -0.101 11.153
C -3.274 -5.671 2.846
C -6.455 -7.114 5.747
C -0.021 -6.644 6.281
C 3.068 -6.664 8.657
C 4.753 -10.555 5.092
C 4.090 -4.241 3.897
C -4.200 -6.736 0.924
C -4.901 -4.063 6.204
C -7.501 -6.766 4.722
C 7.017 -6.143 5.437
H 0.791 -1.211 8.590
H 4.325 -5.245 7.490
H -5.530 -8.383 4.436
H 4.133 -10.921 4.274
H 7.786 -6.552 4.782
H -4.518 -8.200 7.263
H 5.223 -9.628 4.763
H 4.558 -3.220 7.338
H 0.652 -6.934 7.088
H -5.781 -3.505 6.525
H -1.690 -1.850 5.475
H 0.621 -3.060 6.593
H 1.266 -4.379 7.623
H 1.905 -9.349 7.124
H 2.259 -6.447 9.354
H 1.635 -4.475 5.955
H -2.922 -3.662 5.569
H 1.369 -0.298 7.302
H 3.011 -4.197 4.046
H -1.821 -1.184 7.139
H 4.168 -4.599 2.870
H -4.980 -4.488 5.203
H -4.410 -5.674 -0.962
H 5.564 -11.224 5.380
H -2.499 -6.355 3.194
H 7.677 -5.622 6.130
H 3.632 -7.466 9.132
H 1.960 -1.114 11.555
H -2.795 -4.727 3.105
H 2.713 -9.129 5.545
H 4.481 -3.240 4.081
H -4.697 -4.891 6.883
H 1.655 -10.540 5.879
H 0.546 -6.721 5.354
H -7.534 -5.687 4.570
H -4.246 -9.404 5.905
H -2.289 -0.329 5.666
H -0.840 -7.360 6.205
H 4.420 -2.123 8.640
H 0.935 0.345 11.157
H -3.503 -7.829 5.837
H -3.139 -6.849 -1.018
H 0.446 0.572 8.330
H -4.227 -5.828 3.350
H 6.544 -6.910 6.050
H 5.698 -3.193 8.688
H -3.351 -4.986 1.033
H 6.644 -4.390 4.383
H -4.724 -7.420 -1.117
H -8.486 -6.949 5.149
H 2.605 -7.074 7.759
H -7.446 -7.252 3.748
H 2.636 0.385 11.826
*
```

Its total energy is -2902.056538 Ha. The orbital gap (spin up / spin down) is 1.83 / 9.05 eV.

***

Entry 2:
DFT (the ωB97M-V functional and the def2-TZVPD basis) results for a structure of composition C21H54BBr2N5O8P2SSi2.

The geometry in ORCA input format:
```
! RIJCOSX wB97M-V def2-TZVPD def2/J DEFGRID3
* xyz 0 1
Br -2.140 -4.819 -2.360
Br 0.688 -3.953 -3.303
S 1.589 -0.406 -0.313
P 1.050 -5.873 -0.630
P 1.763 -2.258 0.227
Si 2.244 4.847 -0.239
Si 4.455 5.579 -2.132
O 1.046 -6.653 0.772
O 2.514 -3.134 -0.846
O -1.212 -4.557 3.665
O 2.696 -2.468 1.507
O 0.391 -1.045 2.550
O 0.065 -6.770 -1.525
O 2.403 -5.729 -1.136
O -1.869 -0.437 2.475
N 3.238 4.614 -1.540
N -2.255 -2.935 1.460
N -1.538 -1.738 -0.568
N -1.879 -2.035 -2.912
N -1.410 4.307 2.152
C -4.285 -3.808 0.212
C -3.092 0.264 -0.264
C -2.371 3.854 1.143
C -2.494 2.337 1.131
C -4.984 -5.092 -0.249
C 0.576 -4.023 1.988
C -3.093 -4.098 1.131
C 3.898 7.304 -2.709
C 0.182 -3.284 0.662
C -0.308 -5.057 2.697
C 3.116 4.937 1.450
C 5.895 5.881 -0.924
C -1.685 -0.222 -0.624
C 1.061 3.364 -0.105
C -0.922 -2.266 -1.838
C -0.088 -4.387 -0.445
C 1.111 6.369 -0.341
C -3.082 1.798 -0.166
C -0.551 -3.783 -1.814
C 5.235 4.762 -3.656
C -1.096 -2.356 0.826
B -0.829 -1.221 2.000
H -0.742 -3.912 4.204
H 0.634 6.410 -1.323
H 0.871 -3.302 2.744
H 2.526 -2.706 -1.714
H 0.168 -6.961 1.031
H 1.634 2.443 0.018
H -2.510 -2.040 -0.679
H -0.029 -1.696 -2.079
H 3.654 5.881 1.568
H -4.083 2.195 -0.337
H 0.338 -0.600 3.406
H -5.788 -5.379 0.427
H 2.925 -1.594 1.858
H 6.047 5.364 -4.078
H -5.008 -3.197 0.759
H -3.531 -4.392 2.089
H -0.980 -4.888 -0.088
H -3.508 -0.209 0.626
H 6.759 6.329 -1.427
H 0.391 -5.729 3.207
H -1.414 -1.634 -3.717
H -2.918 -2.188 1.612
H -3.988 -3.245 -0.676
H -2.032 4.197 0.162
H 4.680 7.813 -3.284
H 3.645 7.949 -1.862
H -5.402 -4.973 -1.246
H 0.324 6.341 0.422
H -0.889 -5.689 2.028
H -2.618 -1.393 -2.661
H 1.511 -4.530 1.759
H 5.603 6.555 -0.114
H 4.479 4.621 -4.433
H -2.444 2.145 -0.987
H 5.641 3.783 -3.390
H 0.463 3.282 -1.020
H -0.856 0.283 -0.144
H -3.345 4.287 1.377
H 2.405 4.861 2.283
H -3.079 1.987 1.986
H -1.491 1.919 1.265
H -4.282 -5.924 -0.306
H 0.386 3.481 0.746
H -2.576 -4.998 0.823
H 1.676 7.294 -0.196
H -1.849 4.770 2.936
H 3.836 4.119 1.541
H -0.935 3.510 2.558
H 0.307 -7.705 -1.453
H 3.014 7.216 -3.346
H -3.750 -0.016 -1.096
H -2.545 -0.912 2.968
H -1.571 0.034 -1.675
H 6.215 4.934 -0.482
*
```

Its total energy is -8541.208424 Ha. The orbital gap is 4.19 eV.